Record 1
C2H3N2OP | ωB97M-V with the def2-TZVPD basis set

Atoms and positions in Å:
O1 -2.04687 -1.57566 -2.65128
H1 -0.78673 1.51421 2.22164
H2 2.43422 1.74081 1.54248
N1 -0.50686 -0.25288 -1.26668
N2 -0.02673 0.72790 -0.94516
C1 0.24379 1.53298 1.81871
C2 1.44645 1.44126 1.82498
H3 -2.01849 -2.10066 -3.43746
P1 -0.82877 -1.80731 -1.43904

- calculated total energy (a.u.) = -603.9716
- LUMO level (Ha) = -0.011
- Kohn-Sham gap (eV) = 7.69
- energy above the lowest of the compared OMol25 structures with the same formula, charge and spin (eV) = 3.542
- HOMO energy (eV) = -8.0
- total charge = 0



Record 2
CHClO2S | ωB97M-V with the def2-TZVPD basis set

Atoms and positions in Å:
O1 1.69211 -1.09132 0.42298
C1 1.52341 -0.04519 -0.12586
S1 -3.01681 -0.39857 0.89809
Cl1 1.68623 1.51179 0.53028
O2 -2.97521 -0.19587 -0.56886
H1 1.09027 0.21916 -1.15664

- calculated total energy (a.u.) = -1047.4798
- LUMO level (alpha / beta) (Ha) = -0.062 / -0.062
- Kohn-Sham gap (alpha / beta) (eV) = 7.81 / 7.79
- structure (SMILES) = O=CCl.O=S
- energy above the lowest of the compared OMol25 structures with the same formula, charge and spin (eV) = 1.459
- HOMO energy (alpha / beta) (eV) = -9.5 / -9.5
- total charge = 0



Which formula does entry 2 have?
CHClO2S



Number 1 is which compound?
C2H3N2OP



Which of these has the lowest energy above the lowest of the compared OMol25 structures with the same formula, charge and spin?
CHClO2S



Please write out number 2 again, unchanged.
CHClO2S | ωB97M-V with the def2-TZVPD basis set

Atoms and positions in Å:
O1 1.69211 -1.09132 0.42298
C1 1.52341 -0.04519 -0.12586
S1 -3.01681 -0.39857 0.89809
Cl1 1.68623 1.51179 0.53028
O2 -2.97521 -0.19587 -0.56886
H1 1.09027 0.21916 -1.15664

- calculated total energy (a.u.) = -1047.4798
- LUMO level (alpha / beta) (Ha) = -0.062 / -0.062
- Kohn-Sham gap (alpha / beta) (eV) = 7.81 / 7.79
- structure (SMILES) = O=CCl.O=S
- energy above the lowest of the compared OMol25 structures with the same formula, charge and spin (eV) = 1.459
- HOMO energy (alpha / beta) (eV) = -9.5 / -9.5
- total charge = 0